(1)
C5H12NO | the ωB97M-V functional and the def2-TZVPD basis

Structure (ORCA input):
```
! wB97M-V def2-TZVPD RIJCOSX def2/J DEFGRID3
* xyz -1 1
C -1.1640 2.4618 -0.4287
N 0.1989 2.2075 -0.8798
C 0.4256 0.7647 -1.1391
C 1.0214 0.0097 0.0397
C 0.7713 -1.5061 -0.0583
C -0.5750 -1.9208 0.6290
O -0.4436 -2.2881 1.9001
H -1.8736 2.1576 -1.2030
H -1.4179 1.9342 0.5008
H -1.2891 3.5402 -0.2712
H 0.8123 2.4472 -0.1053
H 1.0503 0.6741 -2.0251
H -0.5417 0.3095 -1.3771
H 2.0926 0.2335 0.1225
H 0.4822 0.3236 0.9452
H 1.5866 -2.0367 0.4387
H 0.7920 -1.8076 -1.1158
H -1.2449 -1.0070 0.4818
H -1.0472 -2.6783 -0.0591
*
```

Calculated values
- Gap between HOMO and LUMO: 6.08 eV
- Energy: -327.6665 Eh
- SMILES: CNCCCC[O-]
- LUMO: 3.83 eV

These are the natural (NBO) partial charges, in e, on atoms 1 to 2: -0.41, -0.64

(2)
C5H12NO | the ωB97M-V functional and the def2-TZVPD basis

Structure (ORCA input):
```
! wB97M-V def2-TZVPD RIJCOSX def2/J DEFGRID3
* xyz 0 2
C 0.0073 -2.8042 0.4531
C -1.0184 -1.6603 0.6114
C -0.4216 -0.3387 0.3035
C -0.8839 0.6081 -0.5175
N -0.1554 1.7156 -0.9788
C -0.7317 2.9393 -1.0376
H -0.2199 -3.7794 0.8672
H 0.3089 -2.7630 -0.5902
H 0.8927 -2.5073 1.0285
H -1.9563 -1.7702 0.0515
H -1.2466 -1.5848 1.6903
H 0.5591 -0.2878 0.7711
H -1.9173 0.6598 -0.8677
H 0.8477 1.5940 -0.8043
H -1.7288 3.1300 -0.6948
H -0.0738 3.6002 -1.5872
H 2.6559 0.8436 1.1629
H 2.5717 0.9255 -0.3283
O 2.5104 1.4794 0.4668
*
```

Calculated values
- Gap between HOMO and LUMO (alpha / beta): 6.75 / 9.17 eV
- ⟨S²⟩: 0.76
- Energy: -327.5993 Eh
- LUMO (alpha / beta): 0.63 / 0.62 eV

These are the natural (NBO) partial charges, in e, on atoms 1 to 2: -0.60, -0.42

(3)
C5H12NO | the ωB97M-V functional and the def2-TZVPD basis

Structure (ORCA input):
```
! wB97M-V def2-TZVPD RIJCOSX def2/J DEFGRID3
* xyz 0 2
C -1.3962 0.0464 1.3848
O -0.6119 -1.2374 1.2363
C -0.5749 1.2310 0.7643
C -0.4019 1.2198 -0.7122
C 0.0168 -0.1739 -1.2115
C 2.3307 -1.0619 -0.9781
N 1.1822 -0.8317 -0.4653
H -1.7946 0.2009 2.3540
H -2.3354 -0.1480 0.8077
H -0.5757 -1.7283 2.0988
H -1.0232 2.3118 0.9349
H 0.4797 1.0537 1.2023
H 0.2948 1.9322 -1.2058
H -1.4027 1.5193 -1.2689
H 0.2591 -0.2520 -2.3214
H -0.8393 -0.8741 -0.9228
H 3.0225 -0.9002 -0.1358
H 2.5543 -0.9636 -1.9695
H 0.8155 -1.3442 0.4081
*
```

Calculated values
- Gap between HOMO and LUMO (alpha / beta): 5.82 / 9.50 eV
- ⟨S²⟩: 0.75
- Energy: -327.5483 Eh
- LUMO (alpha / beta): 0.61 / 0.61 eV

These are the natural (NBO) partial charges, in e, on atoms 1 to 2: -0.07, -0.77

(4)
C5H12NO | the ωB97M-V functional and the def2-TZVPD basis

Structure (ORCA input):
```
! wB97M-V def2-TZVPD RIJCOSX def2/J DEFGRID3
* xyz 1 1
C -1.8726 -1.0573 0.6190
C -0.4921 -0.6385 0.3416
C -0.0979 -0.3497 -1.1221
C 0.9642 0.8812 -1.2394
C 1.9218 0.4972 -0.1845
O 2.2144 1.3295 0.8489
N -0.2038 0.5554 1.0649
H -2.1740 -1.1977 1.6923
H -2.0727 -2.0258 0.1011
H -2.5829 -0.2934 0.2172
H 0.3211 -1.3007 0.6940
H -0.9423 -0.0544 -1.8159
H 0.3713 -1.2315 -1.5424
H 0.4061 1.7685 -0.9660
H 1.2993 0.9890 -2.1986
H 2.7383 -0.2018 -0.3364
H -0.9734 1.2115 0.9531
H 1.1632 0.7250 0.8023
H 0.0121 0.3935 2.0710
*
```

Calculated values
- Gap between HOMO and LUMO: 9.28 eV
- Energy: -327.2989 Eh
- LUMO: -6.21 eV

These are the natural (NBO) partial charges, in e, on atoms 1 to 2: -0.64, -0.07

(5)
C5H12NO | the ωB97M-V functional and the def2-TZVPD basis

Structure (ORCA input):
```
! wB97M-V def2-TZVPD RIJCOSX def2/J DEFGRID3
* xyz 1 1
N -0.8036 1.2865 -1.6878
C 0.5982 0.7676 -1.8571
C 0.9936 -0.1967 -1.0401
C 0.0860 -1.1348 -0.2685
C 0.3753 -1.2992 1.2266
C -0.1319 -0.1551 2.1417
O -0.4788 1.0607 1.3163
H -1.3522 0.8221 -2.3614
H -1.0125 1.2071 -0.6700
H -0.8368 2.2551 -1.9727
H 1.0396 1.1782 -2.7385
H 1.9781 -0.6303 -1.2201
H -0.9604 -1.0531 -0.4937
H 0.3326 -2.1008 -0.6942
H 0.0039 -2.2106 1.6467
H 1.4313 -1.3133 1.3609
H -1.1673 -0.3908 2.4899
H 0.6302 0.1704 2.8446
H -0.7254 1.7369 1.9776
*
```

Calculated values
- Gap between HOMO and LUMO: 10.94 eV
- Energy: -327.4118 Eh
- SMILES: [NH3+]/C=C\CCCO
- LUMO: -3.27 eV

These are the natural (NBO) partial charges, in e, on atoms 1 to 2: -0.71, -0.09

(6)
C5H12NO | the ωB97M-V functional and the def2-TZVPD basis

Structure (ORCA input):
```
! wB97M-V def2-TZVPD RIJCOSX def2/J DEFGRID3
* xyz 1 1
C -1.2178 -1.5626 -2.1630
C 0.8284 -0.2784 -2.3085
N -0.2324 -0.5763 -1.6975
H -2.1778 -1.0665 -2.2669
H -1.2871 -2.3453 -1.4081
H -0.8827 -2.0008 -3.0926
H 1.0594 -0.7474 -3.2572
H 1.5022 0.4443 -1.8692
H -0.4696 -0.1177 -0.7935
C 0.9918 -0.5483 1.4648
C 0.2663 0.5520 1.5529
O -0.7363 0.8264 0.6251
C 0.3556 1.5651 2.6543
H 1.7754 -0.7137 2.1847
H 0.8094 -1.3134 0.7290
H -1.1293 1.6797 0.8460
H 1.1892 1.3497 3.3144
H 0.4794 2.5695 2.2440
H -0.5639 1.5075 3.2370
*
```

Calculated values
- Gap between HOMO and LUMO: 8.36 eV
- Energy: -327.4230 Eh
- LUMO: -4.53 eV

These are the natural (NBO) partial charges, in e, on atoms 1 to 2: -0.43, 0.12

(7)
C5H12NO | the ωB97M-V functional and the def2-TZVPD basis

Structure (ORCA input):
```
! wB97M-V def2-TZVPD RIJCOSX def2/J DEFGRID3
* xyz 1 1
C -2.4441 -1.4634 -0.9259
C -1.4718 -0.4410 -0.2189
C -0.1225 -0.7750 -0.6053
C 0.9332 -0.0882 -0.1001
N 0.9186 0.1344 1.2851
C 1.9736 0.2599 2.0355
H -2.1434 -2.4263 -0.7342
H -3.5087 -1.3177 -0.7331
H -2.5725 -1.4598 -2.0554
H -1.8288 0.6220 -0.5192
H -1.5787 -0.5077 0.8637
H -0.0621 -1.3701 -1.5420
H 1.7153 0.3184 -0.7805
H 0.2851 -0.6356 1.6996
H 2.9432 0.6870 1.6336
H 2.0552 -0.4906 2.8322
H 1.0549 3.2084 -1.0414
H 2.2580 3.1927 -0.3731
O 1.5956 2.5525 -0.7206
*
```

Calculated values
- Gap between HOMO and LUMO: 7.78 eV
- Energy: -327.3201 Eh
- LUMO: -5.58 eV

These are the natural (NBO) partial charges, in e, on atoms 1 to 2: -0.62, -0.48